ORCA calculation (ωB97M-V/def2-TZVPD) on a molecular structure, C10H13NO2S.

Computed properties:
- HOMO energy (Eh) = -0.3266
- LUMO (eV) = 0.180
- net charge = 0
- strongest force on any atom (Eh/bohr) = 0.0870
- gap between HOMO and LUMO (eV) = 9.1

Element x y z (Å)
C 2.029 2.455 1.627
C 2.536 1.358 0.946
C 0.671 2.538 2.016
C 1.611 0.488 0.416
C -0.227 1.603 1.630
C 0.252 0.618 0.771
C -0.663 -0.432 0.359
C -0.867 -0.863 -0.898
C -0.007 -0.330 -2.014
C -2.111 -1.650 -1.216
N 1.046 -1.887 1.796
O 1.286 -2.509 -0.467
O -0.926 -3.195 0.636
S 0.288 -2.402 0.607
H 2.614 3.316 2.030
H 3.542 1.380 0.774
H 0.407 3.327 2.557
H 1.975 -0.432 -0.169
H -1.183 1.705 1.941
H -1.547 -0.774 1.030
H 0.813 -0.953 -2.114
H 0.083 0.649 -1.819
H -0.479 -0.278 -3.045
H -2.665 -1.814 -0.348
H -1.886 -2.627 -1.399
H -2.528 -0.950 -2.011
H 0.530 -2.045 2.611

Forces on the atoms, in the same order (eV/Å):
C -0.8 1.1 1.7
C -2.6 1.8 0.2
C 3.0 -1.9 -2.2
C 0.2 -1.6 -0.4
C 3.0 -0.7 -1.5
C 0.5 -0.8 0.1
C -2.8 -0.3 1.0
C -0.8 0.3 -1.4
C -3.4 -2.2 -1.9
C 1.0 3.7 -0.9
N 0.3 -0.7 -0.3
O -2.2 -0.5 0.3
O 1.2 0.2 0.3
S 2.6 -1.0 -1.2
H 0.1 -1.1 -0.6
H 2.5 -0.6 -0.7
H -1.2 3.2 2.3
H -0.8 1.7 0.9
H -3.1 -0.2 0.7
H 1.8 1.0 -0.6
H 2.1 -0.6 -0.1
H 1.6 3.5 0.9
H -0.1 -0.8 1.2
H -1.5 0.7 1.4
H 0.7 -2.6 -2.1
H -0.3 -1.7 0.8
H -1.1 0.0 1.9

These are the Löwdin partial charges, in e, on atoms 1 to 8: C -0.06; C -0.06; C -0.07; C -0.04; C -0.02; C -0.23; C -0.18; C -0.32


ORCA calculation (ωB97M-V/def2-TZVPD) on a molecular structure, C27H63Cl8CrF3N2O16P3.

Computed properties:
- spin multiplicity = 6
- HOMO energy (alpha / beta) (Eh) = -0.1495 / -0.2800
- LUMO (alpha / beta) (eV) = 0.256 / 0.256
- net charge = 0
- strongest force on any atom (Eh/bohr) = 0.0814
- gap between HOMO and LUMO (alpha / beta) (eV) = 4.3 / 7.9

Element x y z (Å)
Cr -16.500 18.351 6.704
C -15.028 20.513 4.458
O -15.342 19.560 3.471
O -15.636 19.938 5.576
C -13.471 20.936 4.460
F -13.205 22.079 3.899
F -12.980 21.091 5.702
F -12.720 20.038 3.823
C -15.611 20.017 2.172
C -15.959 18.735 1.386
H -16.868 18.239 1.727
H -16.028 18.909 0.312
H -15.120 18.040 1.378
H -14.818 20.469 1.575
H -16.564 20.528 2.036
H -15.674 21.351 4.197
C -18.612 16.737 3.372
C -18.462 18.068 4.112
O -17.967 18.136 5.251
N -18.948 19.091 3.373
C -19.006 20.462 3.661
H -19.484 16.170 3.699
H -17.810 16.068 3.682
H -18.634 16.781 2.283
H -19.052 18.832 2.402
H -18.750 20.640 4.705
H -19.946 20.974 3.452
H -18.278 21.071 3.125
C -14.556 14.697 6.962
C -14.590 15.760 5.869
O -15.268 16.754 6.047
N -13.776 15.560 4.792
C -14.047 16.307 3.606
H -14.578 13.661 6.624
H -15.329 14.885 7.707
H -13.631 14.826 7.524
H -13.323 14.667 4.659
H -13.350 17.126 3.430
H -15.064 16.695 3.539
H -13.881 15.763 2.677
C -6.893 23.429 6.225
O -7.111 22.223 5.629
P -8.540 21.458 5.875
O -8.605 20.079 5.266
O -8.828 21.454 7.493
C -8.288 20.395 8.287
O -9.549 22.520 5.208
C -9.649 22.613 3.801
H -7.616 24.099 5.761
H -5.882 23.823 6.121
H -7.049 23.362 7.302
H -9.140 19.735 8.451
H -7.813 20.856 9.153
H -7.461 19.818 7.874
H -10.691 22.786 3.532
H -9.491 21.672 3.276
H -9.154 23.526 3.470
C -10.372 24.120 -1.406
O -11.530 23.397 -1.273
P -11.865 22.686 0.139
O -10.739 21.921 0.754
O -12.602 23.884 0.908
C -11.880 24.822 1.703
O -13.157 21.768 -0.345
C -13.087 20.910 -1.459
H -10.105 24.084 -2.462
H -9.537 23.588 -0.950
H -10.418 25.164 -1.097
H -10.811 24.609 1.695
H -12.250 24.871 2.727
H -11.955 25.838 1.317
H -13.615 21.304 -2.327
H -13.511 19.946 -1.179
H -12.082 20.723 -1.835
C -12.192 17.879 7.285
O -12.606 17.971 8.647
P -13.877 18.883 8.957
O -15.195 18.369 8.368
O -13.880 18.926 10.601
C -14.577 17.870 11.272
O -13.392 20.375 8.586
C -12.096 20.783 8.836
H -11.269 18.451 7.185
H -12.849 18.387 6.579
H -11.943 16.865 6.971
H -14.825 16.951 10.740
H -15.455 18.202 11.825
H -13.907 17.531 12.063
H -11.488 20.907 7.940
H -11.508 20.070 9.414
H -12.148 21.720 9.391
Cl -14.800 23.467 8.884
C -14.631 23.161 7.119
C -15.223 24.344 6.272
Cl -16.956 24.525 6.573
H -14.935 22.128 6.951
H -13.566 23.267 6.917
H -15.031 24.106 5.226
H -14.735 25.285 6.529
Cl -11.712 17.267 0.944
C -10.870 18.815 1.122
C -9.815 18.917 2.303
Cl -8.924 17.371 2.536
H -11.683 19.528 1.262
H -10.436 19.224 0.209
H -10.293 19.192 3.243
H -9.166 19.788 2.211
Cl -16.801 26.440 0.228
C -15.452 25.914 1.318
C -15.897 24.742 2.213
Cl -16.329 23.237 1.394
H -15.148 26.788 1.895
H -14.647 25.523 0.696
H -16.766 24.898 2.853
H -15.175 24.592 3.016
Cl -21.191 18.906 0.629
C -20.343 18.576 -0.887
C -18.857 18.782 -0.593
Cl -18.525 20.443 -0.199
H -20.705 19.350 -1.564
H -20.561 17.538 -1.139
H -18.234 18.525 -1.449
H -18.398 18.162 0.177

Forces on the atoms, in the same order (eV/Å):
Cr -0.5 0.7 0.1
C -3.3 -1.5 2.1
O 1.3 0.0 -1.6
O 2.8 1.9 -0.4
C -1.5 -1.8 1.2
F -0.3 2.2 -1.6
F 0.1 -0.7 0.6
F 0.4 -0.8 -0.1
C -1.1 -2.4 -1.5
C 1.0 -0.3 -0.6
H 0.2 0.0 0.2
H -0.5 0.5 -0.1
H 0.0 -0.3 0.6
H 0.3 0.6 0.6
H 0.3 1.1 0.8
H 0.7 1.3 -0.2
C 0.5 -0.7 0.8
C 0.6 -0.2 0.7
O -1.3 0.0 -1.7
N 0.1 -1.3 -0.7
C 0.7 2.2 1.1
H -0.4 0.4 0.1
H 0.3 0.2 -0.1
H 0.0 0.3 0.1
H -0.4 0.2 0.1
H -0.1 -0.2 0.1
H -0.4 -0.6 0.0
H 0.3 -0.3 -0.3
C 0.4 0.2 0.3
C 0.3 -1.0 1.1
O 0.6 -0.5 -1.1
N -0.8 -0.3 0.2
C 0.4 1.1 -1.9
H -0.1 0.1 -0.2
H -0.2 0.0 -0.4
H 0.3 0.0 -0.1
H -0.2 0.1 0.4
H -0.1 0.4 0.6
H 0.1 0.1 0.5
H -0.1 -0.8 0.3
C -0.4 2.0 1.0
O -0.7 -3.5 -0.4
P 0.4 -1.8 -1.0
O 0.4 2.6 1.1
O 0.4 1.2 -2.7
C 0.2 -0.3 0.1
O 0.2 -0.7 2.1
C -1.4 0.2 -0.8
H 0.2 0.7 0.4
H 0.1 -0.4 -0.6
H -0.3 0.2 0.1
H 0.4 -0.1 0.7
H -0.7 0.0 0.4
H -0.3 0.1 -0.8
H -0.3 0.1 0.5
H 1.0 0.2 0.1
H 0.7 -0.5 -0.2
C 2.3 0.1 -1.1
O -1.5 -1.2 1.0
P -1.3 -1.4 -1.6
O -1.3 1.5 -0.4
O 0.1 -0.9 0.2
C 0.7 0.5 0.2
O 1.6 2.1 1.6
C 0.3 -0.8 -0.9
H -0.2 0.4 -0.1
H 0.1 0.3 0.5
H -0.2 -0.1 0.2
H 0.0 -0.2 0.2
H -0.1 -0.5 0.0
H -0.4 -0.1 -0.5
H -0.3 0.3 0.3
H -0.1 0.1 0.1
H 0.3 0.1 0.4
C 1.1 0.8 -0.9
O -0.8 -0.2 0.3
P -2.0 0.0 0.4
O 3.4 1.6 1.6
O -0.5 -0.5 -2.5
C 0.4 -0.7 1.7
O -2.3 -2.1 -0.3
C 2.0 0.6 0.7
H 0.3 0.0 0.2
H -0.6 -0.4 0.1
H -0.5 -0.1 0.3
H 0.0 0.5 -0.8
H -0.1 0.5 -0.6
H 0.2 0.0 0.0
H -0.5 0.3 -0.4
H -0.3 -0.1 0.4
H 0.1 0.0 -0.1
Cl -0.1 0.1 -0.2
C 0.6 1.6 -0.2
C 0.3 -1.6 0.9
Cl -0.3 0.1 -0.3
H -0.5 0.3 -0.4
H 0.1 -0.4 0.1
H -0.2 0.0 0.0
H 0.0 -0.2 0.1
Cl 0.3 -0.1 -0.2
C 0.6 1.5 0.9
C -1.4 -0.1 -0.1
Cl 0.0 0.8 -0.1
H 0.2 0.0 0.7
H 0.3 -1.0 -0.3
H -0.3 -0.8 0.1
H 0.5 -0.5 -0.8
Cl 0.5 -0.1 0.3
C -0.9 -1.2 0.0
C -0.5 0.8 1.2
Cl 0.5 0.1 -0.3
H 0.0 -0.2 0.0
H 0.0 0.4 -0.1
H -0.3 0.8 -0.5
H 0.7 -0.5 -0.6
Cl -0.7 -0.1 0.7
C 0.9 0.2 0.9
C 0.4 -0.9 -1.0
Cl 0.2 1.0 0.2
H 0.1 -0.5 -0.4
H 0.0 0.3 -0.4
H -0.3 0.2 -0.4
H -0.7 -0.1 0.3

These are the Löwdin partial charges, in e, on atoms 1 to 8: Cr 0.53; C -0.38; O -0.09; O -0.28; C -0.56; F 0.15; F 0.12; F 0.14


ORCA calculation (ωB97M-V/def2-TZVPD) on a molecular structure, C24H48ClLiO10.

Computed properties:
- HOMO energy (Eh) = -0.3383
- LUMO (eV) = -0.091
- net charge = 0
- strongest force on any atom (Eh/bohr) = 0.0693
- gap between HOMO and LUMO (eV) = 9.1

Element x y z (Å)
Li 1.908 -1.995 0.979
Cl -0.173 -0.687 -0.161
O -0.014 -1.689 -1.210
O -1.109 0.316 -0.569
O -0.536 -1.398 1.029
O 1.180 -0.130 -0.032
C 3.888 -4.115 -1.908
C 4.581 -4.713 -0.628
C 4.505 -3.586 0.367
O 3.451 -2.709 -0.059
C 3.384 -2.723 -1.480
H 3.066 -4.721 -2.281
H 4.615 -4.005 -2.712
H 5.591 -5.073 -0.816
H 4.015 -5.623 -0.421
H 5.406 -2.975 0.474
H 4.176 -3.871 1.371
H 3.950 -1.898 -1.924
H 2.343 -2.593 -1.786
C 0.933 -6.058 0.962
C 1.127 -6.014 2.450
C 1.210 -4.509 2.785
O 1.534 -3.903 1.538
C 0.787 -4.595 0.524
H 0.119 -6.642 0.533
H 1.894 -6.400 0.570
H 2.094 -6.437 2.740
H 0.445 -6.588 3.078
H 1.894 -4.226 3.582
H 0.221 -4.175 3.126
H 1.234 -4.362 -0.439
H -0.225 -4.180 0.619
C 0.930 2.728 2.266
C -0.003 3.642 1.441
C -0.156 4.854 2.355
O 0.755 4.721 3.427
C 0.904 3.326 3.665
H 1.944 2.910 1.899
H 0.806 1.654 2.139
H -0.976 3.200 1.226
H 0.447 3.902 0.483
H -1.162 4.960 2.794
H -0.001 5.820 1.866
H 0.082 3.006 4.323
H 1.813 3.158 4.243
C -4.698 -0.865 -0.891
C -5.986 -0.279 -1.426
C -6.959 -0.204 -0.253
O -6.338 -0.899 0.838
C -4.936 -0.892 0.620
H -3.808 -0.271 -1.097
H -4.526 -1.852 -1.320
H -6.456 -0.961 -2.140
H -5.922 0.679 -1.939
H -7.957 -0.585 -0.465
H -7.124 0.843 0.034
H -4.519 -1.792 1.070
H -4.461 -0.003 1.053
C 2.944 2.421 -1.431
C 3.226 3.914 -1.308
C 4.103 3.919 -0.054
O 4.824 2.705 -0.127
C 4.304 1.835 -1.143
H 2.464 2.193 -2.383
H 2.265 2.110 -0.633
H 2.323 4.516 -1.202
H 3.807 4.320 -2.139
H 3.478 4.059 0.835
H 4.745 4.804 -0.071
H 4.346 0.806 -0.791
H 4.936 1.933 -2.037
C -4.613 3.376 -1.668
C -3.409 2.959 -0.855
C -2.271 3.441 -1.752
O -2.776 3.354 -3.099
C -4.160 3.057 -3.102
H -4.798 4.434 -1.473
H -5.535 2.822 -1.470
H -3.384 1.906 -0.579
H -3.515 3.561 0.052
H -1.356 2.877 -1.583
H -2.090 4.493 -1.509
H -4.297 1.978 -3.221
H -4.752 3.683 -3.769

Forces on the atoms, in the same order (eV/Å):
Li -0.2 0.0 -0.4
Cl 0.9 -1.1 -3.3
O -0.6 0.1 0.2
O 0.2 -0.2 0.9
O -0.1 0.3 1.2
O 0.0 0.2 1.3
C 0.9 0.6 0.1
C -0.6 -0.4 -1.4
C -0.7 0.5 1.2
O -0.2 0.3 -0.1
C -0.4 -0.4 -0.7
H 0.0 -0.2 0.2
H -0.1 -0.1 -0.1
H 0.1 0.3 -0.1
H -0.1 0.2 0.8
H 0.2 -0.3 -0.3
H 0.3 -0.3 -0.1
H 0.2 -0.1 0.2
H 0.0 0.2 0.2
C 0.3 0.3 -1.4
C 0.9 -0.1 1.7
C -1.5 -0.5 0.0
O 0.8 0.9 0.4
C -0.1 0.1 1.1
H 0.1 -0.3 0.4
H -0.3 -0.2 -0.5
H 0.0 -0.1 -0.4
H -0.5 0.4 -0.2
H 0.4 0.0 -0.3
H 0.0 0.2 -0.2
H -0.1 0.0 0.0
H -0.1 -0.4 -0.5
C 0.7 0.2 -0.5
C -0.2 -0.3 0.2
C -0.8 0.9 0.2
O 0.7 0.0 0.1
C -0.4 0.1 0.4
H 0.0 0.0 0.0
H -0.5 0.0 0.3
H 0.1 -0.1 0.1
H 0.0 0.0 0.0
H 0.0 -0.4 -0.2
H 0.4 -0.2 0.0
H -0.2 -0.3 -0.4
H 0.1 0.1 -0.2
C 0.4 0.1 0.2
C -1.3 -0.3 -1.0
C 0.5 0.9 0.8
O -0.4 -0.1 -0.5
C 0.2 -0.2 -0.2
H -0.1 0.0 -0.2
H 0.0 -0.1 0.2
H 0.3 0.0 -0.2
H 0.3 0.0 0.1
H 0.1 -0.5 0.1
H 0.1 0.0 0.1
H 0.0 0.1 0.2
H -0.2 0.0 0.2
C -0.7 0.1 -0.1
C -0.1 0.1 0.5
C -0.6 1.0 -0.9
O 0.6 -0.3 0.8
C 0.2 0.8 -0.5
H 0.3 -0.4 0.0
H -0.1 0.1 -0.1
H 0.0 0.0 0.0
H -0.1 -0.2 -0.2
H 0.1 -0.7 0.2
H 0.5 -0.3 0.0
H -0.2 0.0 0.1
H 0.1 -0.2 0.1
C -0.6 -0.7 -0.6
C -0.5 0.7 0.8
C -0.8 0.1 0.4
O 0.7 0.1 -0.3
C -0.2 0.4 1.8
H -0.1 0.0 -0.4
H 0.1 0.1 0.3
H 0.1 0.0 -0.3
H 0.7 -0.4 0.3
H 0.0 -0.1 -0.5
H 0.2 0.0 -0.2
H -0.2 0.1 -0.6
H 0.5 -0.3 -0.6

These are the Löwdin partial charges, in e, on atoms 1 to 8: Li 0.71; Cl 0.64; O -0.36; O -0.31; O -0.35; O -0.41; C -0.12; C -0.13


ORCA calculation (ωB97M-V/def2-TZVPD) on a molecular structure, C21H25N2RuS.

Computed properties:
- spin multiplicity = 5
- HOMO energy (alpha / beta) (Eh) = -0.3486 / -0.4106
- LUMO (alpha / beta) (eV) = -3.847 / -4.740
- net charge = +1
- strongest force on any atom (Eh/bohr) = 0.1213
- gap between HOMO and LUMO (alpha / beta) (eV) = 5.6 / 6.4

Element x y z (Å)
C -1.169 -2.601 1.272
C -0.535 -2.216 2.538
C -2.538 -2.227 0.958
C -0.373 -3.421 0.353
H -3.129 -3.143 0.757
H -2.713 -1.572 0.086
H -3.014 -1.703 1.796
H -0.679 -3.036 3.260
H -0.934 -1.314 2.988
H 0.552 -2.045 2.460
H -0.304 -4.438 0.759
H 0.660 -3.074 0.213
H -0.792 -3.489 -0.645
C -0.498 2.389 0.175
C -1.685 1.633 0.434
C -1.507 0.922 1.665
H -2.644 1.658 -0.131
C -0.253 1.286 2.204
C 0.386 2.163 1.310
H 1.292 2.737 1.502
H -0.294 3.047 -0.688
H -2.238 0.253 2.144
H 0.126 0.998 3.191
C 1.061 -0.146 -2.398
C 0.051 0.916 -2.402
C -1.230 0.255 -2.180
H 0.209 1.939 -2.681
C -0.979 -1.119 -1.938
C 0.427 -1.371 -2.083
H 0.934 -2.334 -1.979
H 2.105 -0.017 -2.665
H -2.218 0.743 -2.178
H -1.732 -1.884 -1.769
Ru 0.060 0.618 -0.473
N 3.031 1.798 -1.260
C 3.405 1.215 -0.113
N 2.614 0.597 0.730
C 3.296 0.278 1.902
C 2.736 -0.149 3.135
C 3.470 -0.022 4.316
C 4.789 0.449 4.277
C 5.414 0.768 3.077
C 4.684 0.673 1.902
S 5.111 1.282 0.311
H 3.743 2.352 -1.753
H 2.071 2.136 -1.342
H 1.694 -0.512 3.106
H 2.992 -0.283 5.250
H 5.331 0.571 5.210
H 6.424 1.122 3.003

Forces on the atoms, in the same order (eV/Å):
C 0.9 1.1 -0.5
C 0.5 -0.2 0.7
C -1.6 -0.2 0.1
C 0.4 -0.6 -0.3
H -0.1 0.3 0.0
H 0.3 -0.2 0.1
H 0.0 -0.3 -0.1
H 0.2 0.1 0.2
H -0.3 0.0 0.1
H -0.3 -0.3 -0.2
H 0.1 -0.2 -0.2
H -0.1 0.0 0.3
H -0.3 -0.2 -0.1
C 0.2 2.6 0.3
C -1.6 -0.3 0.2
C -0.6 0.1 -0.3
H 1.1 0.0 0.5
C 0.2 0.1 -0.3
C -0.6 1.3 0.3
H -0.2 -0.5 -0.2
H -0.6 0.3 1.1
H 0.5 0.6 -0.5
H -0.1 0.0 -0.6
C -0.5 0.0 -0.7
C 0.2 -0.7 -2.4
C -0.5 0.0 -0.1
H -0.1 0.2 -0.6
C 0.0 -0.3 -0.6
C -0.4 1.1 0.3
H -0.3 0.5 0.0
H -0.3 0.0 0.3
H 0.8 -0.4 -0.2
H 0.2 0.4 0.0
Ru 2.3 -4.4 3.7
N -0.1 1.0 -1.3
C 0.6 -0.9 1.3
N 0.0 0.1 -1.2
C 1.3 0.5 1.4
C -0.3 0.3 -1.0
C 0.0 -0.1 -0.9
C 0.0 -0.1 0.2
C -0.4 -0.3 -0.3
C -1.7 -0.3 0.0
S -0.4 0.0 0.5
H -0.7 -0.4 0.4
H 0.6 -0.2 0.0
H 0.7 0.3 0.3
H 0.1 0.0 0.1
H 0.0 0.0 -0.2
H 0.3 0.1 0.4

These are the Löwdin partial charges, in e, on atoms 1 to 8: C -0.40; C -0.09; C -0.10; C -0.10; H 0.10; H 0.06; H 0.07; H 0.10